Record 1
{
  "formula": "C11H19CdNOP",
  "method": "the ωB97M-V functional and the def2-TZVPD basis",
  "gap_ev": [4.3, 4.0],
  "total_charge": -1,
  "homo_energy_ev": [-1.6, -1.3],
  "energy_ha": -1069.323432,
  "symbols": ["Cd", "H", "H", "H", "H", "H", "H", "C", "H", "O", "H", "N", "P", "H", "H", "H", "H", "C", "H", "C", "C", "C", "H", "C", "C", "C", "C", "H", "C", "H", "H", "H", "C", "H"],
  "xyz": [[-1.167, 0.016, -2.775], [-1.448, -1.645, 3.449], [-0.345, -1.801, 4.823], [1.598, -1.279, 3.262], [0.781, -2.845, 3.055], [0.547, -2.720, -2.330], [-1.137, 3.087, -1.029], [0.577, 0.890, 1.868], [-0.835, -2.652, -4.611], [0.218, -0.189, -0.315], [0.532, -2.299, 0.865], [0.456, -1.519, 1.518], [-0.076, 2.685, -1.884], [1.012, 2.780, -0.951], [-1.097, -0.795, -5.806], [0.090, 3.930, -2.570], [-1.545, 0.769, 2.274], [-0.620, 1.029, 2.801], [-0.690, 2.080, 3.073], [-0.400, -1.804, -4.073], [0.409, -0.307, 0.920], [-0.466, -1.325, 3.837], [1.518, 0.725, 2.423], [-0.516, 0.232, 4.070], [0.176, -1.809, -2.820], [0.663, -1.768, 2.961], [-0.504, -0.686, -4.917], [0.012, 1.176, -5.667], [0.841, 0.953, -3.635], [0.383, 0.510, 4.652], [-1.388, 0.444, 4.716], [1.607, 1.782, -3.676], [0.131, 0.575, -4.740], [0.682, 1.780, 1.233]],
  "atomic_forces_ev_per_a": [[-0.810, 0.515, 2.225], [0.442, -0.038, -0.075], [-0.035, 0.074, -0.191], [-0.021, -0.204, 0.216], [0.184, -0.037, 0.019], [-0.143, 0.154, -0.264], [0.259, 0.581, 0.388], [0.186, -0.504, -0.888], [0.164, -0.598, 0.379], [0.634, -0.009, 3.509], [-0.254, 0.376, 0.329], [0.181, -0.954, 0.339], [-0.409, -0.057, 0.145], [-0.374, 0.235, -0.288], [-0.164, -0.167, -0.353], [0.028, -0.006, 0.442], [0.104, 0.078, -0.057], [0.049, 0.474, -0.017], [-0.185, 0.194, 0.035], [0.631, -0.763, -1.436], [-0.405, 1.120, -2.558], [-0.839, 1.269, 0.916], [-0.310, 0.323, -0.029], [-0.075, -1.411, 0.717], [-0.579, -0.324, 0.309], [0.319, -0.082, -1.420], [-0.749, -0.723, -0.325], [0.304, 0.132, 0.189], [1.688, -0.837, -0.926], [-0.264, 0.022, -0.297], [0.325, -0.050, -0.190], [-1.301, -0.146, -0.091], [1.412, 1.707, -0.931], [0.009, -0.344, 0.179]],
  "nbo_charge": [0.91, 0.21, 0.20, 0.18, 0.21, 0.14, -0.05, -0.50, 0.18, -0.60, 0.42, -0.64, 0.11, -0.02, 0.19, -0.03, 0.22, -0.41, 0.21, -0.41, 0.67, -0.41, 0.20, -0.38, -0.64, -0.22, -0.46, 0.14, -0.75, 0.19, 0.20, 0.15, -0.45, 0.25]
}


Record 2
{
  "formula": "C6H12N2",
  "method": "the ωB97M-V functional and the def2-TZVPD basis",
  "gap_ev": 9.4,
  "total_charge": 0,
  "relative_energy_kj_mol": 54.0,
  "homo_energy_ev": -8.5,
  "energy_ha": -345.307277,
  "symbols": ["C", "C", "N", "H", "H", "C", "H", "H", "H", "C", "C", "C", "N", "H", "H", "H", "H", "H", "H", "H"],
  "xyz": [[-0.354, -0.675, 2.589], [1.652, -1.082, 1.803], [-0.092, 0.326, 1.820], [2.828, 0.657, 0.005], [2.673, -1.422, 1.745], [-1.889, -0.193, -2.693], [-1.840, 0.988, -0.954], [1.285, 1.099, -0.571], [1.880, 2.044, 0.692], [1.872, 1.007, 0.353], [-1.289, 0.960, -1.908], [1.204, 0.145, 1.340], [0.635, -1.632, 2.530], [-1.199, -0.341, -3.546], [-1.498, 1.928, -2.375], [-2.957, -0.060, -2.974], [-1.987, -1.172, -2.180], [0.670, -2.405, 3.166], [-0.242, 0.746, -1.785], [-1.352, -0.921, 2.941]],
  "atomic_forces_ev_per_a": [[-0.493, -1.415, -0.869], [0.460, 1.347, -0.485], [0.766, 1.297, -0.537], [0.561, -0.101, 0.405], [-0.220, -0.575, -0.012], [-0.412, -0.811, -0.792], [0.764, 0.198, 0.077], [-0.110, -0.316, 0.265], [0.535, -0.025, 0.182], [-0.984, 1.241, -0.752], [-1.832, -0.429, 0.781], [-0.676, -2.093, 0.723], [-0.302, 0.682, 0.894], [-0.947, -0.238, -0.108], [0.431, -0.228, -0.186], [0.829, 0.471, -0.385], [0.743, 0.615, 0.233], [0.239, -0.192, -0.095], [0.331, 0.394, 0.310], [0.316, 0.179, 0.352]],
  "nbo_charge": [0.16, -0.11, -0.45, 0.22, 0.22, -0.61, 0.21, 0.22, 0.22, -0.64, -0.61, 0.09, -0.53, 0.20, 0.20, 0.20, 0.20, 0.41, 0.20, 0.19]
}


Record 3
{
  "formula": "H4NO2PS",
  "method": "the ωB97M-V functional and the def2-TZVPD basis",
  "gap_ev": 9.6,
  "total_charge": 0,
  "relative_energy_kj_mol": 206.5,
  "homo_energy_ev": -9.8,
  "energy_ha": -947.189594,
  "symbols": ["O", "N", "H", "H", "H", "H", "P", "S", "O"],
  "xyz": [[-2.484, -0.367, -0.502], [1.106, 0.974, 1.363], [0.632, -1.228, 1.212], [-3.327, -0.186, -0.822], [-2.051, -0.823, -1.290], [1.217, 1.948, 1.368], [1.570, 0.203, 0.051], [2.342, 0.743, -1.654], [0.996, -1.264, 0.274]],
  "atomic_forces_ev_per_a": [[3.210, -1.513, -0.939], [0.604, -2.715, -1.930], [0.350, -0.179, -1.404], [-2.461, 0.620, -0.718], [-0.691, 0.875, 1.660], [0.457, 1.576, -0.056], [-1.017, 2.091, 0.928], [-0.589, -0.857, 1.489], [0.137, 0.104, 0.971]],
  "nbo_charge": [-0.93, -1.19, 0.54, 0.46, 0.47, 0.39, 1.68, -0.46, -0.96]
}


Record 4
{
  "formula": "C4H5HoO2",
  "method": "the ωB97M-V functional and the def2-TZVPD basis",
  "s2": 6.0143,
  "gap_ev": [8.4, 3.6],
  "total_charge": 4,
  "multiplicity": 5,
  "homo_energy_ev": [-27.2, -24.6],
  "energy_ha": -1251.744605,
  "symbols": ["H", "O", "H", "H", "H", "C", "C", "Ho", "H", "C", "C", "O"],
  "xyz": [[0.834, -0.620, -1.613], [0.486, 2.147, -0.348], [1.589, -1.767, -0.308], [-0.636, 1.268, 1.446], [-2.192, -1.976, 0.428], [0.749, -1.161, -0.662], [0.056, 0.016, 0.648], [0.753, 4.503, -0.940], [0.594, -0.199, 1.574], [-0.509, -1.436, -0.201], [-0.200, 1.353, 0.252], [-1.525, -2.128, -0.276]],
  "atomic_forces_ev_per_a": [[0.164, 0.082, -0.047], [-2.518, -0.101, 0.131], [0.439, 0.004, 0.330], [-1.100, 2.052, -1.228], [-1.154, -0.215, 0.341], [0.083, -0.433, -0.999], [-0.558, -3.846, -2.484], [0.358, 1.475, -0.399], [0.001, 0.206, 0.381], [-1.280, 0.527, 0.749], [3.512, -0.694, 2.935], [2.053, 0.943, 0.290]],
  "mulliken_spin": [0.02, 0.09, 0.02, 0.10, 0.00, 0.31, 0.31, 3.01, 0.00, 0.00, 0.14, 0.01]
}